89
Properties=species:S:1:pos:R:3:lowdin_charge:R:1 method="wB97M-V/def2-TZVPD" relative_energy_kcal_mol=30.3 lumo_energy_ev="-3.84 / -3.85" multiplicity=3 total_charge=+1 orbital_gap_ev="6.55 / 6.11" mol_weight_g_mol=616.016 homo_energy_ev="-10.4 / -10.0" s_squared=2.061
V -1.017 -0.234 -0.907 0.628
N -3.092 0.066 -0.130 0.067
C -3.526 -1.172 0.435 -0.233
C -4.729 -1.342 1.092 0.001
C -5.079 -2.596 1.594 -0.036
C -4.239 -3.667 1.435 -0.004
C -2.995 -3.517 0.796 -0.144
C -2.079 -4.578 0.652 0.041
C -0.871 -4.313 0.048 -0.015
C -0.590 -3.032 -0.410 -0.098
N -1.418 -1.986 -0.306 -0.037
C -2.627 -2.241 0.290 -0.151
H -3.333 0.861 0.465 0.096
H -3.568 0.226 -1.022 0.115
H -5.406 -0.509 1.218 0.131
H -6.017 -2.719 2.110 0.119
H -4.511 -4.640 1.813 0.125
H -2.328 -5.560 1.019 0.132
H -0.129 -5.088 -0.067 0.121
H 0.358 -2.853 -0.899 0.091
C 3.581 1.205 -4.930 -0.049
C 3.798 0.810 -3.474 -0.203
N 2.784 -0.113 -2.982 -0.074
C 3.022 -1.530 -3.222 -0.191
C 2.279 -2.070 -4.444 -0.053
C 1.675 0.320 -2.352 -0.378
C 1.535 1.788 -2.119 -0.005
N 0.740 -0.476 -1.918 0.057
H 4.348 1.911 -5.237 0.085
H 2.608 1.671 -5.058 0.078
H 3.637 0.338 -5.579 0.064
H 3.802 1.708 -2.858 0.110
H 4.773 0.330 -3.362 0.126
H 2.752 -2.103 -2.325 0.114
H 4.093 -1.667 -3.372 0.126
H 1.206 -1.906 -4.363 0.068
H 2.466 -3.136 -4.545 0.083
H 2.625 -1.576 -5.348 0.067
H 2.332 2.142 -1.473 0.076
H 0.586 1.997 -1.637 0.027
H 1.571 2.337 -3.058 0.107
H 0.894 -1.440 -2.204 0.041
C -2.460 0.673 -3.778 0.027
C -1.649 1.628 -2.900 -0.637
O -1.215 2.675 -3.330 0.089
O -1.447 1.235 -1.690 -0.251
H -2.760 1.189 -4.687 0.091
H -3.342 0.294 -3.262 0.072
H -1.818 -0.168 -4.047 0.083
C -0.918 -2.067 3.314 -0.202
Si -1.084 -0.153 3.275 0.449
C -0.302 0.519 4.887 -0.209
C -2.931 0.307 3.531 -0.206
Si 0.024 0.733 1.226 0.475
Si 2.333 -0.050 1.488 0.420
C 3.730 0.663 0.373 -0.201
C 2.954 0.288 3.262 -0.218
C 2.393 -1.958 1.307 -0.207
Si -0.353 3.148 1.163 0.426
C 0.373 3.807 2.802 -0.216
C 0.318 4.286 -0.224 -0.200
C -2.259 3.375 1.109 -0.209
H -1.849 -2.549 3.599 0.024
H -0.163 -2.379 4.027 0.030
H -0.629 -2.466 2.347 -0.017
H -0.834 0.141 5.757 0.034
H -0.358 1.602 4.926 0.007
H 0.739 0.245 5.001 -0.001
H -3.420 -0.419 4.176 0.035
H -3.502 0.346 2.612 -0.028
H -3.019 1.275 4.015 0.028
H 3.657 1.742 0.286 0.019
H 3.730 0.238 -0.625 -0.002
H 4.702 0.452 0.810 0.034
H 2.783 1.315 3.569 0.020
H 4.019 0.094 3.353 0.030
H 2.450 -0.360 3.969 0.005
H 1.897 -2.291 0.402 -0.025
H 1.890 -2.427 2.145 0.015
H 3.411 -2.336 1.284 0.034
H 1.440 3.618 2.855 0.019
H -0.085 3.331 3.660 -0.002
H 0.229 4.876 2.906 0.028
H 1.390 4.193 -0.359 0.017
H 0.119 5.326 0.024 0.036
H -0.161 4.090 -1.178 0.013
H -2.764 2.782 1.865 0.001
H -2.630 3.084 0.127 0.011
H -2.544 4.412 1.264 0.034